# 1
Formula: C22H16Br2FN2O10S
Source: the OMol25 dataset
Level of theory: wB97M-V/def2-TZVPD

Values from the calculation:
- total charge = -1
- calculated total energy (hartree) = -7355.8388
- Kohn-Sham gap (eV) = 4.4
- HOMO (eV) = -4.9179

Cartesian coordinates (Å):
C: 5.69247 -3.05759 0.40831
C: 4.82711 -3.28676 1.68185
Br: 5.61624 -2.51632 3.33018
C: 3.63287 -3.96744 1.70374
Br: 2.86952 -4.13212 3.52514
C: 2.99558 -4.58059 0.42326
S: 2.81398 -3.42217 -1.00961
C: 4.05556 -5.71889 -0.09765
O: 4.05956 -6.07652 -1.28487
O: 4.83036 -6.22608 0.81036
N: 1.72366 -5.31716 0.55687
F: 1.95215 -6.56595 1.08044
C: 0.60244 -4.66650 1.12128
C: -0.04967 -5.29926 2.32459
C: -1.22625 -4.61642 2.84248
N: -1.83348 -3.46739 2.43172
C: -1.27183 -2.87911 1.33308
C: -0.09868 -3.46334 0.67905
H: 5.13843 -2.33100 -0.25277
H: 5.98643 -3.99949 -0.12118
H: 6.65744 -2.52945 0.67083
H: 2.67910 -4.19086 -2.14967
H: 0.33958 -6.24717 2.77566
H: -1.70992 -5.12160 3.72613
H: -1.73281 -1.93633 0.94405
H: 0.27544 -2.93660 -0.23480
C: -2.71793 3.45118 1.33744
C: -3.04715 2.22123 0.93787
C: -2.15660 1.05167 1.20187
O: -2.50480 -0.05599 0.83657
C: -0.89004 1.29342 1.89115
C: -0.55900 2.52650 2.28786
C: -1.46241 3.69184 2.04774
O: -1.13257 4.79651 2.44054
O: 0.60327 2.77454 2.92209
O: -4.20028 1.98264 0.27777
H: -3.35559 4.30541 1.15368
H: -0.24620 0.44044 2.06060
H: 0.60310 3.73397 3.10176
H: -4.20428 1.02085 0.10258
C: -0.98324 5.29589 -3.27833
C: -1.42834 6.32252 -4.00806
C: -2.87904 6.48272 -4.32721
O: -3.24380 7.44423 -4.98013
C: -3.80638 5.46349 -3.83941
C: -3.36295 4.43304 -3.11129
C: -1.91341 4.28803 -2.76959
O: -1.55042 3.34726 -2.09121
O: -4.20530 3.48385 -2.65565
O: -0.58988 7.26182 -4.48952
H: 0.06394 5.17012 -3.03919
H: -4.85096 5.58225 -4.09219
H: -3.64947 2.85254 -2.15806
H: -1.15555 7.89016 -4.97815

Atoms 1-6, force components in eV/Å:
0.396 1.051 0.513
-0.690 -0.678 -0.593
-0.342 -0.465 -1.306
1.477 1.774 0.637
-0.123 -0.337 -1.635
0.932 -1.695 -0.790

# 2
Formula: C22H16Cl2IrN7O4S
Source: the OMol25 dataset
Level of theory: wB97M-V/def2-TZVPD

Values from the calculation:
- multiplicity = 2
- total charge = +1
- calculated total energy (hartree) = -2954.8237
- Kohn-Sham gap (spin up / spin down) (eV) = 5.9 / 3.8
- HOMO (spin up / spin down) (eV) = -10.1837 / -10.1807
- energy relative to the best compared isomer or geometry (same formula, charge and spin) (kJ/mol) = 299.9

Cartesian coordinates (Å):
Ir: -0.39873 -0.45148 0.14073
Cl: -5.96662 -0.26586 -5.10824
C: -4.90852 -0.02002 -3.80040
C: -4.84259 1.24336 -3.20024
C: -4.01356 1.43894 -2.12636
Cl: -3.92975 2.95214 -1.35393
C: -3.20301 0.35675 -1.58382
O: -2.54401 0.50347 -0.54616
C: -3.24833 -0.90271 -2.29257
C: -2.37132 -2.00927 -1.91306
O: -1.47121 -2.01984 -1.08068
C: -4.10367 -1.08048 -3.34621
H: -5.44511 2.05696 -3.57970
H: -2.53536 -2.93651 -2.47893
H: -4.15569 -2.04274 -3.84204
C: 1.26068 4.37972 -1.08009
N: 2.04894 3.21467 -0.69952
C: 3.36180 3.23206 -0.25660
C: 3.72892 1.96364 -0.03744
N: 2.63474 1.15885 -0.34856
C: 1.61139 1.94904 -0.75232
S: 0.04936 1.53214 -1.29140
C: 2.62211 -0.24898 -0.29051
C: 3.70474 -0.94101 0.21335
C: 3.74013 -2.31790 0.07213
C: 2.70884 -2.96706 -0.58686
C: 1.62357 -2.21689 -0.97522
N: 1.55183 -0.88072 -0.79525
H: 1.92436 5.23116 -1.19508
H: 0.51837 4.59639 -0.31345
H: 0.74719 4.18577 -2.01728
H: 3.91740 4.14467 -0.13660
H: 4.67336 1.57360 0.28795
H: 4.51036 -0.43459 0.72071
H: 4.58349 -2.87598 0.45570
H: 2.74346 -4.02991 -0.77442
H: 0.76502 -2.66694 -1.45013
N: -1.67150 0.31276 1.96779
C: -0.90232 1.11835 2.89753
C: 0.57192 1.00384 2.58434
O: 1.39436 1.40380 3.36504
O: 0.84689 0.51221 1.39557
H: -2.38187 0.81924 1.45578
H: -2.06125 -0.52927 2.37153
H: -1.02789 0.82315 3.93630
H: -1.13524 2.17652 2.78561
N: -0.02130 -2.03186 1.34158
C: 0.26402 -2.55120 2.34567
C: 0.63243 -3.15561 3.51031
C: 2.00604 -3.15150 3.88460
N: 3.11873 -3.15782 4.18402
C: -0.36103 -3.75803 4.33295
N: -1.16454 -4.23902 5.00388

Atoms 1-6, force components in eV/Å:
4.168 0.901 2.353
0.019 -0.045 -0.011
0.014 0.102 0.043
0.027 -0.041 0.020
0.015 0.123 -0.101
0.005 -0.048 -0.014

# 3
Formula: C22H16F6N4O6RuS2
Source: the OMol25 dataset
Level of theory: wB97M-V/def2-TZVPD

Values from the calculation:
- multiplicity = 2
- total charge = -1
- calculated total energy (hartree) = -3008.9132
- Kohn-Sham gap (spin up / spin down) (eV) = 5.9 / 6.0
- HOMO (spin up / spin down) (eV) = -3.3931 / -3.5535
- energy relative to the best compared isomer or geometry (same formula, charge and spin) (kJ/mol) = 273.4

Cartesian coordinates (Å):
Ru: -0.56530 -0.86278 -0.08970
F: 2.95943 2.70276 3.73753
C: 1.93082 2.02065 4.25016
F: 2.28103 1.57711 5.45559
F: 0.90198 2.85537 4.38687
S: 1.49732 0.63420 3.09732
O: 0.61091 1.24063 2.13219
O: 2.77168 0.15156 2.64236
N: 0.78514 -0.34374 4.10398
S: -0.47761 -1.19002 3.66407
O: -0.39039 -1.73480 2.32129
O: -0.80650 -2.09876 4.71573
C: -1.91356 0.02136 3.67687
F: -2.98743 -0.58962 4.18095
F: -1.61764 1.05854 4.46670
F: -2.21341 0.47560 2.47250
N: 1.04642 -2.59735 -0.12972
C: 2.32116 -2.15687 0.42351
C: 2.86131 -0.93163 -0.28070
O: 3.94403 -0.86803 -0.79131
O: 1.98164 0.10153 -0.21556
H: 0.58597 -3.23182 0.51069
H: 1.13673 -3.04298 -1.03347
H: 3.12127 -2.90034 0.40138
H: 2.14459 -1.85906 1.45862
C: -0.35226 0.03454 -4.33989
C: -1.70429 -0.03696 -4.68294
C: -2.59626 -0.54045 -3.76183
C: -2.15463 -0.93886 -2.49547
N: -0.84587 -0.76459 -2.12765
C: 0.01606 -0.33353 -3.06660
C: -2.96370 -1.55247 -1.46476
C: -4.25704 -2.03714 -1.69703
C: -4.93434 -2.71296 -0.70615
C: -4.28898 -2.91916 0.52296
C: -3.01811 -2.44277 0.75337
C: -2.28336 -1.70766 -0.22011
H: 0.39716 0.38683 -5.03507
H: -2.04564 0.28770 -5.65823
H: -3.64752 -0.61905 -4.00161
H: 1.05561 -0.29049 -2.76796
H: -4.72877 -1.89989 -2.66451
H: -5.93370 -3.09261 -0.87834
H: -4.80238 -3.46670 1.30709
H: -2.56289 -2.63969 1.71703
N: 2.86318 6.46299 -2.22705
C: 2.72454 5.37747 -1.87398
C: 2.56088 4.01787 -1.43353
C: 3.68085 3.22058 -1.23400
C: 3.54775 1.90143 -0.82603
C: 2.27018 1.39570 -0.62648
C: 1.14163 2.19041 -0.80363
C: 1.28542 3.49934 -1.21061
H: 4.66779 3.63203 -1.39609
H: 4.41879 1.29063 -0.67062
H: 0.16813 1.74597 -0.63126
H: 0.41220 4.11996 -1.35689

Atoms 1-6, force components in eV/Å:
0.778 -0.558 -0.148
-0.024 0.048 -0.018
-0.035 -0.087 -0.023
0.076 0.005 0.028
-0.007 -0.027 0.056
-0.215 0.394 -0.132